[1]
The following is a DFT calculation (wB97M-V/def2-TZVPD) of a molecular structure, C28H26Cl2N2O6Re.

The geometry in XYZ format:
```
65
Properties=species:S:1:pos:R:3:forces:R:3
Re 1.055408 0.421697 0.271049 0.034 -0.064 0.301
Cl 1.084476 -1.180415 5.669651 -0.002 0.000 -0.003
Cl -7.646717 -4.533848 -2.376287 -0.033 -0.018 -0.006
O 1.992241 3.802343 -0.021669 -0.022 0.003 0.018
O -2.839429 -1.495757 -0.961360 0.024 0.029 0.033
O 2.811641 1.153910 -0.342664 0.065 0.067 -0.042
O 2.025791 -1.229944 0.583073 -0.053 0.091 -0.005
O -0.630021 -0.736306 0.383835 -0.125 -0.023 -0.145
O 0.344973 -0.376548 -1.505395 -0.046 -0.094 -0.073
N 1.237519 0.890026 2.325153 0.073 0.164 0.004
N -0.324120 2.113012 -0.007415 0.027 -0.109 -0.005
C 5.356497 -1.376404 -0.978138 0.003 0.016 -0.018
C -1.551099 1.930239 0.531479 0.008 0.011 0.023
C -6.279610 -2.596411 -1.092936 0.005 0.047 -0.018
C -5.213932 -0.726849 0.212493 0.025 0.011 0.019
C 1.182744 0.134218 4.578579 0.004 -0.001 0.044
C -0.607067 -0.956178 -0.879507 0.032 0.086 -0.022
C 1.367945 2.465012 4.100742 0.005 -0.018 0.024
C 1.267645 3.550027 -1.218051 -0.027 -0.008 0.003
C -6.212102 -3.653758 -1.989937 0.001 0.004 0.002
C 4.131975 -0.813975 -0.531682 -0.047 0.014 0.021
C 4.699656 -3.513684 -0.141240 -0.022 -0.026 0.013
C 3.500678 -3.007166 0.309754 0.002 -0.011 0.008
C 3.195413 -1.661309 0.117527 0.141 -0.023 -0.025
C 3.897792 0.576763 -0.701385 0.017 -0.110 0.050
C -0.127517 3.210079 -0.779154 -0.028 0.044 0.000
C -5.013896 -3.999123 -2.580993 0.002 -0.003 -0.009
C -2.619133 2.762606 0.281246 0.003 0.004 0.020
C -5.147702 -1.868413 -0.762746 -0.045 -0.024 0.004
C 4.919934 1.481811 -1.300125 0.000 0.037 -0.006
C 1.340265 2.164196 2.756019 0.062 -0.007 -0.057
C -3.866504 -3.283806 -2.260889 0.025 -0.002 -0.018
C 5.636557 -2.699883 -0.792266 0.038 -0.007 -0.015
C -2.436250 3.840448 -0.566696 0.040 0.007 -0.006
C 1.284957 1.442776 5.032903 0.000 0.008 -0.026
C -1.168124 4.067955 -1.079441 -0.027 0.009 0.020
C 1.164173 -0.112753 3.220814 -0.028 -0.029 -0.076
C -3.942170 -2.242367 -1.353618 -0.058 -0.054 -0.014
C -1.621067 -1.813757 -1.555484 -0.027 -0.031 -0.038
H -4.971510 -4.814573 -3.288615 0.002 -0.002 0.001
H 1.456672 3.495596 4.412734 0.001 0.000 0.004
H -4.919552 -1.052505 1.213148 0.020 0.019 -0.011
H 1.092935 -1.120172 2.834647 -0.007 -0.002 0.004
H -2.937007 -3.559628 -2.740460 -0.013 0.001 0.017
H 6.079344 -0.748467 -1.478685 0.001 -0.001 0.008
H 1.302470 1.647712 6.095051 -0.001 -0.001 -0.001
H -3.254703 4.506915 -0.803654 0.007 0.004 -0.003
H 2.778608 -3.635695 0.812524 -0.007 0.012 0.002
H 6.569999 -3.117465 -1.140812 -0.003 0.007 0.000
H -6.227473 -0.335333 0.271478 -0.010 -0.016 0.018
H 5.188477 1.145392 -2.302213 -0.011 0.000 -0.005
H -1.678076 1.072140 1.172846 -0.012 -0.029 0.010
H 5.830319 1.476799 -0.699088 -0.002 0.004 0.003
H 1.222932 4.435139 -1.852980 0.027 -0.003 -0.013
H -4.545837 0.083471 -0.084859 -0.035 -0.024 -0.006
H -3.572852 2.553774 0.745058 0.013 0.002 -0.015
H -1.326047 -2.860646 -1.383719 0.000 0.023 -0.032
H 1.422778 2.926957 1.993024 -0.025 0.007 -0.001
H -0.971465 4.928637 -1.702838 -0.001 0.000 -0.001
H -1.596413 -1.614134 -2.632090 0.021 -0.015 0.035
H 1.714513 2.737669 -1.799329 -0.003 -0.035 0.016
H -7.233309 -2.335380 -0.652977 0.003 0.003 0.003
H 2.873943 4.124731 -0.236739 -0.017 0.059 -0.014
H 4.919801 -4.562631 0.009782 -0.004 0.002 0.003
H 4.529609 2.493259 -1.356463 0.007 -0.003 0.002
```
Positions in Å, forces in eV/Å.

The value obtained for the HOMO energy (spin up / spin down) is -12.38 / -12.38 eV. The value obtained for the energy relative to the best compared isomer or geometry (same formula, charge and spin) is 13.4 kcal/mol. The charge is +2. For the largest force on an atom, the calculation gives 0.3 eV/Å. As for the HOMO-LUMO gap (spin up / spin down): 5.95 / 4.65 eV. Its multiplicity is 4.

[2]
The following is a DFT calculation (wB97M-V/def2-TZVPD) of 2 unconnected molecules or ions with the total composition C12H18NO at a distorted geometry.

The geometry in XYZ format:
```
32
Properties=species:S:1:pos:R:3:forces:R:3
O -0.445134 -1.846744 0.259323 -0.909 2.136 0.021
N -1.288953 0.259859 -0.338411 -1.945 0.996 -1.229
C -1.893901 -2.065454 0.245194 1.683 1.436 -0.341
C 2.287716 -1.353949 0.069922 -0.602 -1.745 -0.066
C -2.349904 -0.778822 -0.498163 -2.977 -2.576 -2.121
C 1.662068 -0.142326 -0.033990 -2.261 0.602 1.865
C -2.004449 1.508432 0.115946 -2.606 -1.061 2.459
C 3.783792 0.940202 -0.055806 1.332 0.758 -0.669
C -0.319670 -0.430849 0.531988 5.169 -0.393 -0.646
C 2.415427 1.070714 -0.024671 -1.665 -0.467 -0.252
C -0.470534 0.011724 1.951716 0.089 0.982 0.417
C 3.683998 -1.487576 0.069443 -1.797 3.851 -0.804
C 4.406680 -0.303296 -0.089946 0.290 -0.784 0.491
C -0.673376 0.798525 -1.579393 -0.249 -0.859 -2.117
H -2.495999 -1.128878 -1.545806 1.140 0.616 0.228
H 1.956577 2.068736 -0.102953 0.174 -0.580 0.282
H -1.512948 1.236979 -2.182499 1.016 -0.678 0.231
H -3.449052 -0.481948 -0.393416 1.775 0.293 1.024
H -1.390847 2.321052 0.138428 2.202 1.936 0.046
H -2.161709 -3.032601 -0.146460 0.155 0.010 -0.995
H 4.486444 1.812902 -0.144773 -1.179 -0.711 0.143
H -2.406986 1.409644 1.160995 0.284 -0.245 -1.166
H -2.844794 1.828324 -0.534055 0.559 -0.985 0.081
H 0.002052 1.573578 -1.312048 0.329 0.730 0.470
H -1.479531 -0.197285 2.291389 -0.302 0.096 0.240
H -2.113555 -2.156918 1.255646 -1.185 0.399 1.956
H 5.482399 -0.297323 -0.220619 -0.017 -0.238 0.208
H 0.177311 -0.575543 2.552394 0.686 -0.611 0.517
H -0.020588 0.083670 -2.121266 -0.978 -0.028 0.330
H 4.039135 -2.434751 0.117725 1.570 -2.518 0.084
H -0.211180 1.097437 2.196985 -0.383 -1.425 -0.814
H 1.680348 -2.293531 0.102198 0.600 1.065 0.127
```
Positions in Å, forces in eV/Å.

The value obtained for the HOMO energy is -12.44 eV. The value obtained for the energy relative to the best compared isomer or geometry (same formula, charge and spin) is 85.1 kcal/mol. The charge is +1. For the largest force on an atom, the calculation gives 5.2 eV/Å. As for the HOMO-LUMO gap: 9.96 eV.

> The lowest energy relative to the best compared isomer or geometry (same formula, charge and spin) belongs to which entry?

C28H26Cl2N2O6Re

> Which formula does entry 1 have?

C28H26Cl2N2O6Re

> Which of these has the highest largest force on an atom?

C12H18NO

> What is the energy relative to the best compared isomer or geometry (same formula, charge and spin) in the second record?

85.1 kcal/mol